DFT (ωB97M-V/def2-TZVPD) results for an isolated molecule of FH3N2OS at a distorted geometry.

XYZ file:
```
8
FH3N2OS (ωB97M-V/def2-TZVPD)
N 0.346 1.238 0.602
N -0.100 0.203 -0.155
F 0.621 0.338 -1.518
O 0.091 -1.008 0.402
S -1.161 -2.095 0.404
H 1.256 1.276 1.131
H 0.237 2.062 0.060
H -1.290 -2.014 -0.926
```

The frontier orbital gap comes out at 9.85 eV. Its SMILES is NN(F)OS. Its energy above the lowest of the compared OMol25 structures with the same formula, charge and spin is 81.6 kcal/mol.


DFT (ωB97M-V/def2-TZVPD) results for an isolated molecule of FH3NO2P at a distorted geometry.

XYZ file:
```
8
FH3NO2P (ωB97M-V/def2-TZVPD)
N 0.982 1.484 0.000
P -0.016 0.355 -0.197
O -1.472 0.759 0.110
O -0.195 -1.315 0.908
F 0.173 -0.705 -1.402
H 1.763 1.463 -0.643
H -1.826 -0.078 0.500
H 0.592 -1.963 0.724
```

The frontier orbital gap comes out at 10.96 eV. Its SMILES is N=P(O)(O)F. Its energy above the lowest of the compared OMol25 structures with the same formula, charge and spin is 43.3 kcal/mol.